Molecular formula: C44H67Cl4F3O18
Method: DFT, ωB97M-V/def2-TZVPD

Last columns: bonded neighbours and bond lengths (Å).
Atoms and positions in Å:
1 C 4.52 -1.17 -2.25  Cl2 1.808, Cl3 1.778, H4 1.090, H5 1.090
2 Cl 5.94 -0.63 -3.22  C1 1.808
3 Cl 4.71 -2.92 -2.07  C1 1.778
4 H 4.42 -0.71 -1.27  C1 1.090
5 H 3.70 -1.01 -2.96  C1 1.090
6 C 0.16 -3.80 -4.69  Cl7 1.778, Cl8 1.778, H9 1.090, H10 1.090
7 Cl 0.86 -2.70 -5.89  C6 1.778
8 Cl -0.65 -5.13 -5.56  C6 1.778
9 H 0.98 -4.28 -4.15  C6 1.090
10 H -0.38 -3.29 -3.89  C6 1.090
11 C -0.91 -1.33 -1.70  C12 1.492, H18 1.090, H19 1.090, H20 1.090
12 C 0.38 -0.65 -2.00  C11 1.492, O13 1.427, H21 1.090, H22 1.090
13 O 1.25 -0.64 -0.87  C12 1.427, C14 1.387
14 C 1.09 0.34 0.10  O13 1.387, O15 1.231, O16 1.284
15 O 0.09 1.06 0.19  C14 1.231
16 O 2.18 0.35 0.79  C14 1.284, C17 1.471
17 C 2.26 1.33 1.88  O16 1.471, H23 1.090, H24 1.090, H25 1.090
18 H -1.44 -0.81 -0.90  C11 1.090
19 H -0.80 -2.38 -1.45  C11 1.090
20 H -1.54 -1.32 -2.59  C11 1.090
21 H 0.22 0.31 -2.48  C12 1.090
22 H 0.76 -1.16 -2.89  C12 1.090
23 H 3.24 1.35 2.35  C17 1.090
24 H 1.42 1.10 2.54  C17 1.090
25 H 1.99 2.30 1.45  C17 1.090
26 C 5.12 2.92 -5.94  C27 1.525, H33 1.090, H34 1.090, H35 1.090
27 C 4.47 2.52 -4.62  C26 1.525, O28 1.447, H36 1.090, H37 1.090
28 O 3.43 3.43 -4.20  C27 1.447, C29 1.377
29 C 2.59 3.03 -3.18  O28 1.377, O30 1.234, O31 1.408
30 O 2.72 2.03 -2.47  C29 1.234
31 O 1.65 4.03 -2.88  C29 1.408, C32 1.397
32 C 1.07 4.05 -1.61  O31 1.397, H38 1.090, H39 1.090, H40 1.090
33 H 5.50 3.91 -6.15  C26 1.090
34 H 4.34 2.77 -6.69  C26 1.090
35 H 5.81 2.11 -6.18  C26 1.090
36 H 5.35 2.51 -3.96  C27 1.090
37 H 4.08 1.52 -4.84  C27 1.090
38 H 1.72 4.21 -0.75  C32 1.090
39 H 0.69 3.08 -1.30  C32 1.090
40 H 0.25 4.76 -1.49  C32 1.090
41 C 9.56 0.76 1.27  C42 1.534, H48 1.090, H49 1.090, H50 1.090
42 C 8.38 0.68 0.29  C41 1.534, O43 1.392, H51 1.090, H52 1.090
43 O 7.27 1.38 0.76  C42 1.392, C44 1.335
44 C 6.36 1.96 -0.02  O43 1.335, O45 1.262, O46 1.340
45 O 6.40 1.87 -1.27  C44 1.262
46 O 5.52 2.72 0.70  C44 1.340, C47 1.432
47 C 4.55 3.55 0.05  O46 1.432, H53 1.090, H54 1.090, H55 1.090
48 H 10.43 0.24 0.85  C41 1.090
49 H 9.33 0.20 2.18  C41 1.090
50 H 9.88 1.77 1.51  C41 1.090
51 H 8.22 -0.29 -0.18  C42 1.090
52 H 8.77 1.27 -0.54  C42 1.090
53 H 4.67 3.65 -1.03  C47 1.090
54 H 4.71 4.53 0.49  C47 1.090
55 H 3.50 3.27 0.14  C47 1.090
56 C -4.47 -7.86 -1.06  C57 1.587, H63 1.090, H64 1.090, H65 1.090
57 C -4.40 -6.36 -1.57  C56 1.587, O58 1.371, H66 1.090, H67 1.090
58 O -3.13 -5.90 -1.37  C57 1.371, C59 1.388
59 C -2.77 -4.62 -1.77  O58 1.388, O60 1.216, O61 1.389
60 O -3.49 -3.73 -2.17  C59 1.216
61 O -1.41 -4.62 -2.04  C59 1.389, C62 1.385
62 C -0.54 -5.65 -1.73  O61 1.385, H68 1.090, H69 1.090, H70 1.090
63 H -4.36 -7.99 0.02  C56 1.090
64 H -3.72 -8.39 -1.64  C56 1.090
65 H -5.38 -8.37 -1.38  C56 1.090
66 H -5.10 -5.67 -1.08  C57 1.090
67 H -4.71 -6.50 -2.61  C57 1.090
68 H 0.50 -5.59 -2.06  C62 1.090
69 H -0.91 -6.49 -2.31  C62 1.090
70 H -0.56 -5.88 -0.67  C62 1.090
71 C -5.70 6.38 2.13  C72 1.571, H78 1.090, H79 1.090, H80 1.090
72 C -6.19 4.97 2.60  C71 1.571, O73 1.397, H81 1.090, H82 1.090
73 O -5.80 3.99 1.68  C72 1.397, C74 1.345
74 C -4.63 3.36 1.88  O73 1.345, O75 1.200, O76 1.346
75 O -4.05 3.27 2.93  C74 1.200
76 O -4.29 2.62 0.81  C74 1.346, C77 1.413
77 C -3.28 1.64 0.93  O76 1.413, H83 1.090, H84 1.090, H85 1.090
78 H -4.68 6.55 2.48  C71 1.090
79 H -6.30 7.16 2.62  C71 1.090
80 H -5.81 6.41 1.05  C71 1.090
81 H -7.27 4.94 2.73  C72 1.090
82 H -5.90 4.69 3.61  C72 1.090
83 H -3.13 1.17 1.90  C77 1.090
84 H -2.32 1.58 0.40  C77 1.090
85 H -3.71 0.80 0.38  C77 1.090
86 C -4.42 -1.74 -5.26  C87 1.527, H93 1.090, H94 1.090, H95 1.090
87 C -4.29 -3.26 -5.36  C86 1.527, O88 1.381, H96 1.090, H97 1.090
88 O -5.20 -3.75 -6.27  C87 1.381, C89 1.331
89 C -5.90 -4.86 -6.05  O88 1.331, O90 1.220, O91 1.432
90 O -5.80 -5.59 -5.07  C89 1.220
91 O -6.78 -4.98 -7.17  C89 1.432, C92 1.417
92 C -7.75 -6.01 -7.22  O91 1.417, H98 1.090, H99 1.090, H100 1.090
93 H -3.67 -1.20 -4.69  C86 1.090
94 H -5.43 -1.45 -4.97  C86 1.090
95 H -4.44 -1.24 -6.23  C86 1.090
96 H -4.44 -3.58 -4.33  C87 1.090
97 H -3.32 -3.57 -5.77  C87 1.090
98 H -7.48 -6.57 -8.12  C92 1.090
99 H -8.73 -5.55 -7.15  C92 1.090
100 H -7.58 -6.81 -6.50  C92 1.090
101 F -5.27 -1.63 1.83  C102 1.354
102 C -4.02 -1.63 2.34  F101 1.354, C103 1.420, C107 1.377
103 C -3.85 -1.22 3.69  C102 1.420, C104 1.396, H108 1.080
104 C -2.57 -1.29 4.25  C103 1.396, C105 1.393, H109 1.080
105 C -1.52 -1.60 3.38  C104 1.393, C106 1.383, H110 1.080
106 C -1.71 -1.83 2.03  C105 1.383, C107 1.370, H111 1.080
107 C -2.96 -1.79 1.47  C102 1.377, C106 1.370, H112 1.080
108 H -4.72 -1.10 4.31  C103 1.080
109 H -2.58 -1.29 5.33  C104 1.080
110 H -0.51 -1.56 3.74  C105 1.080
111 H -0.80 -2.07 1.51  C106 1.080
112 H -2.98 -1.92 0.40  C107 1.080
113 F 3.09 0.98 4.92  C114 1.361
114 C 3.12 1.00 6.28  F113 1.361, C115 1.426, C119 1.372
115 C 2.12 0.32 7.03  C114 1.426, C116 1.413, H120 1.080
116 C 2.16 0.35 8.45  C115 1.413, C117 1.420, H121 1.080
117 C 3.16 1.17 9.03  C116 1.420, C118 1.399, H122 1.080
118 C 4.11 1.88 8.28  C117 1.399, C119 1.373, H123 1.080
119 C 4.12 1.69 6.92  C114 1.372, C118 1.373, H124 1.080
120 H 1.37 -0.31 6.57  C115 1.080
121 H 1.42 -0.09 9.09  C116 1.080
122 H 3.19 1.23 10.11  C117 1.080
123 H 4.74 2.53 8.85  C118 1.080
124 H 4.82 2.19 6.26  C119 1.080
125 F 1.27 4.81 1.76  C126 1.343
126 C 0.88 4.65 3.04  F125 1.343, C127 1.421, C131 1.340
127 C 1.51 5.37 4.09  C126 1.421, C128 1.423, H132 1.080
128 C 1.19 5.01 5.43  C127 1.423, C129 1.354, H133 1.080
129 C 0.35 3.98 5.67  C128 1.354, C130 1.383, H134 1.080
130 C -0.20 3.21 4.65  C129 1.383, C131 1.424, H135 1.080
131 C 0.17 3.55 3.32  C126 1.340, C130 1.424, H136 1.080
132 H 2.21 6.15 3.82  C127 1.080
133 H 1.61 5.63 6.21  C128 1.080
134 H 0.10 3.76 6.69  C129 1.080
135 H -0.88 2.40 4.85  C130 1.080
136 H -0.24 3.05 2.46  C131 1.080

Properties
- net charge = +1
- orbital gap (spin up / spin down) (eV) = 6.54 / 2.51
- lowest unoccupied orbital energy (spin up / spin down) (eV) = -4.63 / -8.66
- highest occupied orbital energy (spin up / spin down) (eV) = -11.173 / -11.172
- total energy (a.u.) = -5210.99436
- <S²> = 0.7700
- spin multiplicity = 2